[1]
Computed, not measured: the ion C19H40O2P with charge +1, with ωB97M-V/def2-TZVPD.

## Properties
**LUMO energy**: -2.92 eV
**Total charge**: +1
**Calculated total energy**: -33729.3669 eV
**HOMO-LUMO gap**: 9.7086 eV

```
62
Properties=species:S:1:pos:R:3:forces:R:3
P -2.2489 0.6898 1.1774 0.046 -0.124 0.015
O -8.3310 -0.6618 -0.6856 -0.292 0.201 -0.128
O -6.4126 -1.7525 -0.4199 0.429 -0.105 0.020
C 3.3390 -0.8773 -0.8479 0.156 0.139 -0.036
C -0.4230 2.0558 2.8604 0.039 0.019 0.068
C 1.4511 3.5471 -1.6388 -0.014 0.027 0.062
C -7.7503 -1.7064 -0.6291 0.108 0.052 0.252
C -8.3375 -3.0733 -0.7058 -0.256 -0.077 -0.138
C -4.2919 -0.7211 -0.0649 0.094 -0.045 -0.044
C -3.7918 -0.2164 1.3113 -0.089 0.017 -0.161
C -5.7826 -0.4746 -0.3154 -0.053 -0.104 0.072
C 3.0758 0.6394 -0.8454 -0.125 -0.089 -0.082
C 2.3169 1.0968 -2.0958 0.089 -0.106 -0.077
C 1.4751 3.4274 -0.1100 -0.022 0.007 -0.009
C 0.4978 2.3898 0.4592 -0.126 0.055 0.021
C -1.3516 0.8402 2.7264 -0.030 -0.021 0.144
C 5.5100 -2.9573 0.3668 -0.049 0.063 0.050
C 0.7857 2.0227 1.9290 0.075 0.032 -0.070
C 5.0929 -2.7170 -1.0956 -0.038 0.040 -0.034
C 4.3942 -3.4807 1.2912 -0.034 0.010 -0.021
C 2.3493 2.5887 -2.4365 -0.096 0.066 -0.008
C 4.7121 -1.2671 -1.4076 -0.135 -0.058 -0.055
H 5.8940 -2.0148 0.7706 0.072 -0.082 -0.003
H -3.7136 -0.2728 -0.8789 -0.041 0.036 0.055
H 1.5385 2.7119 2.3202 -0.095 0.000 0.013
H -0.7770 -0.0866 2.8339 -0.100 0.010 0.019
H 1.2414 1.0274 1.9845 0.048 0.083 0.018
H 0.5066 1.4977 -0.1727 -0.016 0.021 0.026
H -0.5082 2.8254 0.3748 0.060 -0.010 -0.022
H 0.4151 3.4570 -1.9903 0.026 -0.049 0.070
H 4.0274 1.1781 -0.7966 -0.026 -0.013 0.104
H 3.3821 2.9485 -2.3857 0.006 -0.093 0.071
H -1.4525 0.0731 0.2165 0.055 0.054 -0.097
H 2.7500 0.5622 -2.9494 -0.026 0.033 0.049
H 1.2784 0.7479 -2.0347 -0.014 -0.014 -0.061
H 5.4710 -0.5904 -1.0004 0.021 -0.072 -0.012
H -0.9945 2.9792 2.7204 0.034 -0.038 -0.008
H -5.9497 0.0807 -1.2385 -0.007 0.023 0.050
H 4.2372 -3.3581 -1.3395 0.097 -0.041 -0.035
H 2.5110 0.8934 0.0555 0.161 0.086 -0.063
H -8.3497 -3.5151 0.2920 0.003 0.019 -0.034
H -9.3568 -2.9831 -1.0756 0.064 -0.110 0.038
H -0.0820 2.0589 3.8989 -0.042 -0.005 -0.066
H 1.7536 4.5677 -1.8893 -0.033 -0.075 -0.093
H 4.7454 -4.2954 1.9258 0.002 0.064 0.013
H 3.5491 -3.8659 0.7141 0.058 -0.010 0.023
H 6.3523 -3.6518 0.3930 -0.095 -0.009 -0.050
H 2.0560 2.6796 -3.4872 0.071 0.097 0.050
H -3.6504 -1.0260 2.0291 -0.086 0.032 0.018
H -4.4983 0.5046 1.7315 0.008 -0.107 0.163
H 1.2097 4.3992 0.3205 0.062 -0.076 0.043
H -2.5648 1.9456 0.6734 0.023 0.091 -0.114
H -6.2510 0.0829 0.5004 0.029 0.034 -0.093
H 5.9005 -3.0240 -1.7644 0.003 0.061 0.055
H -2.1220 0.8380 3.5053 0.063 0.031 -0.023
H 4.0098 -2.6996 1.9516 -0.009 -0.036 -0.036
H -7.7445 -3.7163 -1.3543 -0.022 0.018 0.020
H 2.5753 -1.3644 -1.4647 -0.072 -0.091 0.160
H 2.4864 3.2080 0.2422 0.013 -0.034 -0.069
H 4.7142 -1.1252 -2.4941 0.001 0.084 0.064
H 3.2405 -1.2747 0.1667 0.022 0.022 -0.047
H -4.1091 -1.7948 -0.1279 0.008 0.066 -0.032
```
Positions in Å, forces in eV/Å.

***

[2]
Computed, not measured: a structure of composition C19H41InN2O7P, with ωB97M-V/def2-TZVPD.

## Properties
**LUMO energy**: 2.31 eV
**Total charge**: -1
**Calculated total energy**: -52143.5840 eV
**HOMO-LUMO gap**: 5.2114 eV

```
71
Properties=species:S:1:pos:R:3:forces:R:3
In -0.8048 2.2667 1.1687 0.117 -0.233 -0.108
P -1.0341 1.5458 3.6526 -0.119 0.103 0.062
O -4.2155 1.9952 -2.5093 -0.086 0.119 -0.168
O 2.4518 -3.1020 0.8636 0.127 -0.080 -0.111
O -0.9106 -0.1427 3.6546 -0.056 -0.225 0.144
O -5.6368 0.6252 -1.4595 -0.005 0.030 0.042
O 5.2171 0.3139 2.1638 0.023 -0.032 0.032
O -1.7317 4.1511 1.1612 -0.177 -0.111 0.206
O 6.7110 -1.3191 1.8158 0.002 -0.032 0.007
N -2.7808 1.6570 3.9105 0.170 0.181 -0.255
N 2.3813 2.3224 -1.6964 0.115 0.101 0.018
C -3.0890 -1.4635 -0.2346 0.030 0.018 0.046
C 6.3440 -0.0149 1.9697 0.027 0.085 0.020
C -0.4479 -2.7403 -0.7715 0.008 -0.108 -0.003
C -2.4012 -0.3340 0.5834 -0.048 -0.030 -0.148
C 1.9283 -2.1021 0.0037 -0.125 0.039 0.078
C 7.5778 0.8643 1.8594 0.032 -0.072 -0.110
C -1.3080 -2.3426 -1.9807 -0.013 -0.010 -0.049
C 1.2870 2.5662 0.5543 -0.094 0.168 -0.135
C 1.0637 -2.7802 -1.0567 0.044 0.012 -0.008
C 1.4075 3.0936 -0.8847 0.021 -0.108 0.009
C -6.9106 0.0305 -1.7208 -0.019 -0.015 -0.015
C -6.4137 1.5291 -3.4814 -0.068 -0.005 0.099
C 8.1329 -1.4279 1.6839 0.018 0.003 0.005
C -7.6023 0.9717 -2.7051 0.040 0.043 0.002
C 3.3491 -2.5897 1.8282 -0.024 0.035 0.086
C -5.2757 1.4565 -2.4739 0.016 -0.113 -0.002
C -1.9366 0.9044 -0.1889 -0.092 0.133 0.490
C -2.6458 -1.6108 -1.6944 -0.028 -0.079 -0.039
C 8.6032 -0.0563 1.2060 -0.053 0.025 -0.013
H 1.9284 1.4988 -2.0758 0.016 -0.050 0.072
H -4.1656 -1.2680 -0.2451 0.031 0.046 -0.043
H -8.3451 0.4666 -3.3198 0.023 -0.026 -0.013
H -0.6179 -2.0518 0.0531 -0.027 0.017 -0.048
H 2.6767 2.8746 -2.4935 -0.075 -0.031 -0.065
H -2.5721 4.0658 1.6297 0.170 0.103 -0.156
H -8.0989 1.7750 -2.1590 -0.013 -0.008 0.003
H 8.3433 -2.2345 0.9853 -0.015 -0.002 -0.005
H 8.5176 0.0051 0.1204 0.013 -0.006 -0.003
H -1.5693 -0.7469 1.1590 -0.002 -0.037 -0.033
H 4.1115 -3.3483 2.0183 -0.056 -0.009 0.033
H -6.5354 2.5509 -3.8300 0.037 -0.007 -0.042
H -0.7061 -1.7174 -2.6479 -0.006 0.039 0.075
H -7.4318 -0.0757 -0.7722 0.012 0.006 0.008
H -2.9751 2.5631 4.3225 -0.120 -0.142 0.181
H 1.3341 -1.3823 0.5838 0.046 0.021 -0.037
H -6.7470 -0.9627 -2.1480 -0.015 0.001 -0.012
H 9.6355 0.1530 1.4796 -0.004 -0.007 0.037
H -1.3085 0.6311 -1.0432 0.019 0.049 0.019
H -3.3058 1.6082 3.0425 -0.036 0.064 0.021
H -0.7690 -3.7270 -0.4260 -0.045 0.093 0.148
H -6.1434 0.8993 -4.3316 0.008 0.013 -0.015
H 7.8675 1.1595 2.8700 -0.002 0.016 0.002
H 7.3410 1.7591 1.2907 -0.021 0.028 0.049
H 8.5515 -1.6862 2.6603 0.017 0.008 -0.002
H -2.5946 -0.6091 -2.1249 -0.069 -0.013 0.020
H 1.8467 1.6290 0.6298 -0.070 -0.006 0.031
H -3.4429 -2.1267 -2.2414 0.008 -0.028 0.039
H 1.4179 -3.8126 -1.1155 0.020 0.034 -0.132
H 1.2669 -2.3197 -2.0284 -0.024 0.026 0.046
H 2.7557 -1.5409 -0.4502 0.025 -0.072 -0.009
H -1.7942 -0.5329 3.6317 0.160 0.128 -0.087
H 2.8309 -2.3597 2.7656 0.001 0.055 -0.040
H 0.4300 3.1003 -1.3852 0.037 0.080 -0.017
H 3.8486 -1.6808 1.4833 -0.036 -0.046 -0.008
H 1.7595 4.1288 -0.8771 -0.072 -0.002 0.018
H -3.1270 -0.0135 1.3423 0.051 -0.028 0.030
H -2.9621 -2.4173 0.2928 -0.034 0.009 -0.019
H -2.7970 1.4645 -0.5625 0.118 -0.113 -0.170
H -1.5236 -3.2508 -2.5541 0.057 0.037 -0.045
H 1.7593 3.2647 1.2498 0.086 -0.078 -0.013
```
Positions in Å, forces in eV/Å.

***

[3]
Computed, not measured: a structure of composition C19H41InNNaO in a non-equilibrium geometry, with ωB97M-V/def2-TZVPD.

## Properties
**LUMO energy**: -2.23 eV
**Calculated total energy**: -33492.3088 eV
**HOMO-LUMO gap**: 5.1227 eV

```
64
Properties=species:S:1:pos:R:3:forces:R:3
In -5.7682 0.4346 0.1316 -0.160 -0.816 -0.029
Na -5.0909 4.9096 0.0443 0.152 0.257 0.137
O -7.5952 2.9381 2.1896 -0.678 0.290 0.028
N -7.8064 1.5680 -1.9926 0.249 0.001 -0.037
C -0.5556 -3.7324 -0.6927 -0.004 0.014 -0.009
C -6.4042 2.7705 2.1147 0.432 -0.049 0.068
C -7.4656 0.3084 -1.2704 0.032 0.305 -0.106
C -5.6466 2.6163 0.8782 0.442 1.000 0.248
C 4.8244 0.8145 -0.9703 -0.011 -0.129 -0.097
C -1.8041 -2.8067 -0.6577 -0.080 -0.060 -0.161
C 5.7870 3.3962 0.2393 0.013 0.044 0.008
C 0.7947 -3.0974 -0.3522 0.041 -0.015 -0.018
C 4.7750 2.0927 -1.8109 0.021 -0.025 -0.081
C 4.6441 -1.4430 1.1915 -0.018 0.028 -0.088
C 1.0240 -2.9769 1.1556 -0.083 -0.135 0.032
C 4.3942 0.0485 1.4396 0.093 -0.031 -0.003
C 5.5372 3.3243 -1.2687 -0.088 0.105 0.034
C -3.8011 -0.0667 -0.7429 -0.083 0.145 0.207
C -1.6062 -1.3347 -0.2655 0.006 0.047 -0.098
C 3.4301 -2.2105 0.6603 0.114 -0.024 0.050
C 3.8592 0.8029 0.2242 0.000 0.083 0.021
C 2.2091 -2.1049 1.5687 0.058 0.046 0.077
C -2.8747 -0.6856 0.3087 -0.063 -0.055 -0.020
H -3.4252 -1.4407 0.8834 0.061 0.066 0.017
H 4.9868 -1.9057 2.1237 -0.025 0.026 -0.037
H -0.7017 -4.5673 0.0019 -0.040 0.032 -0.060
H 6.1618 2.4539 0.6439 -0.029 0.052 -0.024
H 1.8760 -1.0629 1.6337 0.081 -0.020 -0.088
H 4.9778 4.2217 -1.5511 0.114 -0.018 -0.089
H -7.1959 -0.4710 -1.9924 -0.012 -0.027 0.095
H 4.5736 -0.0211 -1.6320 0.080 -0.018 0.065
H 0.1216 -2.5865 1.6353 0.030 -0.103 0.020
H -2.2436 -2.8143 -1.6597 -0.093 -0.043 0.094
H 4.8826 3.6671 0.7887 0.035 -0.088 0.000
H 2.5169 -2.3908 2.5827 -0.061 0.121 -0.023
H 0.8999 -2.1241 -0.8466 -0.057 -0.039 0.073
H 5.3448 0.5097 1.7355 -0.074 -0.023 0.041
H 1.1596 -3.9890 1.5570 -0.012 0.031 -0.073
H -3.3073 0.8072 -1.1863 0.002 -0.088 -0.105
H 5.1939 1.8608 -2.7947 -0.091 0.055 -0.001
H -2.5661 -3.2518 -0.0100 0.117 0.063 0.054
H 5.8498 0.6195 -0.6313 -0.053 0.097 -0.010
H -6.0713 3.2614 0.1060 -0.625 -0.784 -0.466
H 5.4674 -1.5473 0.4758 -0.034 -0.031 0.050
H -7.8220 1.4114 -2.9945 -0.138 -0.003 0.059
H 6.4963 3.4034 -1.7892 -0.012 -0.102 0.098
H -6.0307 -0.5273 1.5867 0.065 0.156 -0.001
H 3.6359 1.8297 0.5232 0.008 -0.022 0.004
H -7.0852 2.2656 -1.8497 -0.043 -0.025 -0.025
H -5.8013 2.7214 3.0431 0.057 -0.271 0.097
H 3.1885 -1.8574 -0.3485 -0.010 -0.033 0.090
H -0.7854 -1.2246 0.4461 -0.043 -0.019 -0.034
H -3.9815 -0.7847 -1.5515 0.015 0.079 -0.003
H 2.9042 0.3700 -0.0936 0.022 0.065 0.029
H -8.3525 -0.0396 -0.7375 0.031 -0.008 -0.030
H 3.7148 0.1831 2.2870 0.002 -0.042 -0.059
H -0.4940 -4.1860 -1.6854 0.051 0.029 0.040
H 3.7251 2.3502 -1.9933 0.045 -0.037 0.104
H -4.5826 2.8209 1.0471 0.183 -0.220 -0.079
H 1.5898 -3.7308 -0.7602 -0.053 0.086 -0.050
H 3.7056 -3.2666 0.5524 -0.013 0.055 -0.016
H 6.5356 4.1608 0.4594 -0.047 -0.011 -0.024
H -1.3355 -0.7729 -1.1685 0.219 0.020 0.166
H -2.5865 0.0788 1.0411 -0.038 0.016 -0.066
```
Positions in Å, forces in eV/Å.